Model w:
Formula: C3H10NS2
Source: the OMol25 dataset
Level of theory: wB97M-V/def2-TZVPD

Summary:
Structure (SMILES) = CSSCC[NH3+]
Frontier orbital gap = 8.5899 eV
HOMO level = -12.2 eV
Net charge = +1

Last column: Mulliken charge in e.
Element x y z (Å)
1 N -2.09 -1.44 -0.59  -0.30
2 C -1.65 -0.88 0.77  -0.89
3 C -1.47 0.61 0.75  -0.47
4 S -0.11 1.17 -0.33  -0.05
5 S 1.22 -0.37 -0.41  -0.05
6 C 2.77 0.50 0.09  -0.83
7 H -1.39 -1.49 -1.34  0.35
8 H -2.61 -2.31 -0.49  0.36
9 H -2.71 -0.74 -1.00  0.35
10 H -2.40 -1.25 1.46  0.39
11 H -0.72 -1.40 0.98  0.46
12 H -1.28 0.86 1.79  0.32
13 H -2.36 1.11 0.39  0.41
14 H 2.62 1.04 1.02  0.30
15 H 3.49 -0.32 0.16  0.33
16 H 2.93 1.23 -0.69  0.33

Model x:
Formula: C3H10NS2
Source: the OMol25 dataset
Level of theory: wB97M-V/def2-TZVPD

Summary:
Structure (SMILES) = CSSCC[NH3+]
Frontier orbital gap = 8.9198 eV
HOMO level = -12.6 eV
Net charge = +1

Last column: Mulliken charge in e.
Element x y z (Å)
1 N -1.49 -1.02 0.94  -0.26
2 C -1.41 0.49 1.16  -0.34
3 C -0.32 1.10 0.30  -0.68
4 S -0.54 0.86 -1.52  0.00
5 S 0.68 -0.75 -1.87  -0.08
6 C 2.39 -0.29 -1.54  -0.82
7 H -0.95 -1.48 1.70  0.39
8 H -1.27 -1.33 -0.04  0.25
9 H -2.45 -1.28 1.19  0.36
10 H -1.13 0.52 2.21  0.31
11 H -2.32 1.07 0.97  0.34
12 H -0.36 2.20 0.43  0.37
13 H 0.67 0.59 0.43  0.24
14 H 2.60 -0.02 -0.50  0.27
15 H 2.76 0.47 -2.21  0.31
16 H 3.12 -1.11 -1.67  0.35

Stability ranking, top and bottom: model w is the most stable and model x is the least stable.

Model w:
Formula: C3H10NS2
Source: the OMol25 dataset
Level of theory: wB97M-V/def2-TZVPD

Summary:
Frontier orbital gap = 9.2503 eV
HOMO level = -13.2 eV
Net charge = +1

Last column: Mulliken charge in e.
Element x y z (Å)
1 C 1.45 -1.09 -0.09  -1.48
2 C 0.10 -0.47 -0.46  -0.16
3 C -0.76 -0.01 0.65  -0.33
4 N 0.30 0.70 -1.40  -0.22
5 S 0.23 0.83 1.95  -0.04
6 S -2.13 0.96 0.09  -0.22
7 H 1.33 -1.70 0.86  0.33
8 H 1.71 -1.62 -0.95  0.47
9 H 2.23 -0.41 0.19  0.53
10 H -0.41 -1.18 -1.07  0.36
11 H -1.29 -1.57 1.24  0.36
12 H -0.24 1.44 -0.94  0.32
13 H -0.02 0.73 -2.37  0.32
14 H 1.31 0.95 -1.34  0.39
15 H -0.97 1.04 2.46  0.16
16 H -2.82 1.38 1.20  0.22

Model x:
Formula: C3H10NS2
Source: the OMol25 dataset
Level of theory: wB97M-V/def2-TZVPD

Summary:
Frontier orbital gap = 8.3586 eV
HOMO level = -13.1 eV
Net charge = +1

Last column: Mulliken charge in e.
Element x y z (Å)
1 C 2.57 0.78 -0.07  -1.20
2 C 0.81 -0.92 0.30  -0.05
3 C 1.14 0.32 -0.41  -0.12
4 N -0.36 -1.30 0.61  -0.06
5 S -3.62 -0.77 0.01  -0.21
6 S -2.93 1.18 -0.47  -0.25
7 H 2.64 0.96 1.05  0.35
8 H 3.43 0.15 -0.34  0.38
9 H 2.70 1.67 -0.69  0.32
10 H 1.61 -1.68 0.22  0.35
11 H 0.54 1.19 -0.32  0.30
12 H 1.19 -0.06 -1.48  0.27
13 H -3.41 2.03 0.61  0.24
14 H -1.13 -0.70 0.85  0.20
15 H -0.58 -2.19 1.03  0.26
16 H -4.60 -0.66 -0.89  0.23

Stability ranking, top and bottom: model x is the most stable and model w is the least stable.

Model w:
Formula: CH4N2OS
Source: the OMol25 dataset
Level of theory: wB97M-V/def2-TZVPD

Summary:
Structure (SMILES) = ON/C=N\S
Frontier orbital gap = 9.6695 eV
HOMO level = -8.9 eV
Net charge = 0

Last column: Mulliken charge in e.
Element x y z (Å)
1 C 0.07 0.71 -0.08  0.13
2 H 2.65 -0.48 0.47  0.36
3 H 0.28 -1.22 -0.31  0.28
4 H 0.78 1.59 -0.01  0.31
5 H -3.26 0.05 0.17  0.19
6 N 0.73 -0.54 0.28  -0.27
7 N -1.21 0.92 -0.08  -0.35
8 O 1.99 -0.42 -0.32  -0.43
9 S -2.05 -0.61 -0.11  -0.21

Model x:
Formula: CH4N2OS
Source: the OMol25 dataset
Level of theory: wB97M-V/def2-TZVPD

Summary:
Structure (SMILES) = NNOC=S
Frontier orbital gap = 9.0383 eV
HOMO level = -9.2 eV
Net charge = 0

Last column: Mulliken charge in e.
Element x y z (Å)
1 C 0.12 1.72 0.65  -0.02
2 N -0.45 -1.55 -0.75  -0.44
3 N 0.24 -0.36 -0.71  -0.22
4 O 0.46 0.18 0.69  -0.21
5 S 0.37 2.51 2.01  -0.21
6 H -0.47 2.04 -0.17  0.36
7 H -0.04 -2.31 -0.31  0.23
8 H -1.45 -1.48 -0.46  0.24
9 H 1.23 -0.76 -0.95  0.28

Stability ranking, top and bottom: model w is the most stable and model x is the least stable.

Model w:
Formula: C2H6O2
Source: the OMol25 dataset
Level of theory: wB97M-V/def2-TZVPD

Summary:
Structure (SMILES) = C=CO.O
Frontier orbital gap = 9.3500 eV
HOMO level = -8.6 eV
Net charge = 0

Last column: Mulliken charge in e.
Element x y z (Å)
1 C 0.80 0.09 1.08  -0.88
2 C 0.11 1.24 0.86  0.09
3 O -0.96 1.38 0.06  -0.45
4 H 1.89 0.12 1.01  0.23
5 H 0.34 -0.86 1.30  0.38
6 H 0.49 2.13 1.36  0.32
7 H -1.53 0.60 0.10  0.31
8 H -0.67 -2.09 -2.45  0.31
9 H 0.12 -1.33 -1.34  0.33
10 O -0.60 -1.27 -1.97  -0.64

Model x:
Formula: C2H6O2
Source: the OMol25 dataset
Level of theory: wB97M-V/def2-TZVPD

Summary:
Structure (SMILES) = OCCO
Frontier orbital gap = 11.0553 eV
HOMO level = -10.2 eV
Net charge = 0

Last column: Mulliken charge in e.
Element x y z (Å)
1 O -0.87 1.18 0.12  -0.54
2 C -0.72 -0.22 -0.08  -0.30
3 C 0.70 -0.57 0.32  -0.40
4 O 1.61 0.26 -0.36  -0.52
5 H -1.38 1.54 -0.61  0.31
6 H -1.45 -0.78 0.53  0.25
7 H -0.88 -0.49 -1.14  0.30
8 H 0.81 -0.47 1.41  0.26
9 H 0.93 -1.61 0.05  0.31
10 H 1.25 1.16 -0.24  0.34

Model y:
Formula: C2H6O2
Source: the OMol25 dataset
Level of theory: wB97M-V/def2-TZVPD

Summary:
Structure (SMILES) = C=CO.O
Frontier orbital gap = 9.9358 eV
HOMO level = -9.1 eV
Net charge = 0

Last column: Mulliken charge in e.
Element x y z (Å)
1 C -1.11 -2.25 -1.59  -0.73
2 C -1.17 -2.37 -0.28  0.15
3 O -0.57 -1.48 0.56  -0.47
4 H -1.65 -2.86 -2.30  0.25
5 H -0.39 -1.56 -2.02  0.22
6 H -1.78 -3.12 0.21  0.24
7 H -0.60 -1.80 1.46  0.34
8 H 1.52 4.51 0.63  0.32
9 H 2.92 5.13 0.35  0.32
10 O 2.29 4.91 1.05  -0.64

Stability ranking, top and bottom: model x is the most stable and model w is the least stable.

Model w:
Formula: C5H12O2
Source: the OMol25 dataset
Level of theory: wB97M-V/def2-TZVPD

Summary:
Frontier orbital gap = 3.6947 eV
HOMO level = -7.3 eV
Net charge = 0

Last column: Mulliken charge in e.
Element x y z (Å)
1 O 1.34 1.40 2.33  -0.42
2 C 0.29 2.08 1.62  -0.47
3 C -0.64 1.02 1.12  -0.38
4 C -0.18 0.32 -0.14  -0.13
5 C 0.10 -1.06 0.16  -0.69
6 C 0.03 -1.99 -1.04  -0.80
7 H -0.24 2.83 2.21  0.28
8 H -1.72 0.97 1.33  0.43
9 H 0.77 2.66 0.77  0.31
10 H 0.80 0.63 -0.51  0.25
11 H -0.94 0.45 -0.92  0.47
12 H -0.73 -2.76 -1.01  0.33
13 H -0.75 -1.31 0.80  0.26
14 H 0.94 -1.12 0.72  0.43
15 H -0.20 -1.40 -1.96  0.10
16 H 0.98 -2.55 -1.11  0.28
17 H 0.81 0.61 2.60  0.34
18 H -0.63 -0.58 -3.82  0.22
19 O -0.04 -0.20 -3.13  -0.82

Model x:
Formula: C5H12O2
Source: the OMol25 dataset
Level of theory: wB97M-V/def2-TZVPD

Summary:
Structure (SMILES) = CCC=O.CCO
Frontier orbital gap = 10.7508 eV
HOMO level = -9.9 eV
Net charge = 0

Last column: Mulliken charge in e.
Element x y z (Å)
1 C -0.29 1.43 -0.58  0.25
2 C 0.69 2.15 -1.48  -1.15
3 C 0.95 -0.80 0.87  -0.16
4 O -0.34 2.08 0.67  -0.55
5 O 2.06 -0.59 0.39  -0.52
6 H 0.52 1.98 1.12  0.37
7 H -1.30 1.49 -1.00  0.36
8 H 0.67 -0.39 1.86  0.43
9 H 1.70 2.06 -1.05  0.29
10 H 0.71 1.74 -2.49  0.34
11 H 0.43 3.21 -1.58  0.31
12 C 0.10 -2.06 0.46  -0.41
13 C -1.39 -1.87 0.66  -0.96
14 H -1.62 -0.96 1.21  0.32
15 H -1.90 -1.79 -0.30  0.26
16 H 0.34 -2.40 -0.56  0.31
17 H 0.47 -2.85 1.13  0.36
18 H 0.03 0.30 -0.51  -0.18
19 H -1.82 -2.72 1.20  0.32

Model y:
Formula: C5H12O2
Source: the OMol25 dataset
Level of theory: wB97M-V/def2-TZVPD

Summary:
Frontier orbital gap (alpha / beta) = 7.7112 / 8.6066 eV
HOMO level (alpha / beta) = -7.8 / -8.0 eV
Net charge = 0

Last column: Mulliken charge in e.
Element x y z (Å)
1 C 2.67 -0.95 0.46  -1.20
2 C 1.67 0.07 0.03  -0.69
3 C 0.23 -0.09 0.33  1.04
4 O -0.05 0.71 1.46  -0.59
5 C -0.82 -0.09 -0.71  -0.97
6 C -2.26 -0.11 -0.31  -0.42
7 O -2.53 1.07 0.48  -0.57
8 H 3.68 -0.72 0.10  0.36
9 H 2.72 -0.95 1.56  0.28
10 H 2.40 -1.97 0.16  0.34
11 H 0.55 1.51 -2.33  0.24
12 H 2.00 1.10 0.12  0.36
13 H 0.21 -1.15 0.69  0.05
14 H -0.89 1.17 1.29  0.45
15 H -0.58 -0.58 -1.65  0.57
16 H -0.07 1.32 -1.91  -0.17
17 H -2.54 -1.00 0.27  0.32
18 H -2.87 -0.08 -1.22  0.28
19 H -3.33 0.91 0.99  0.31

Model z:
Formula: C5H12O2
Source: the OMol25 dataset
Level of theory: wB97M-V/def2-TZVPD

Summary:
Structure (SMILES) = CCC=O.CCO
Frontier orbital gap = 10.8164 eV
HOMO level = -10.0 eV
Net charge = 0

Last column: Mulliken charge in e.
Element x y z (Å)
1 C -1.98 -2.50 -0.29  -1.26
2 C -1.47 -1.06 -0.18  -0.09
3 C -0.19 -0.90 -0.95  -0.10
4 O -0.01 -0.13 -1.86  -0.47
5 C 0.89 1.44 0.76  0.01
6 C 2.10 1.75 -0.12  -1.10
7 O 0.85 2.20 1.95  -0.56
8 H -2.20 -2.76 -1.33  0.34
9 H -1.24 -3.21 0.09  0.36
10 H -2.90 -2.64 0.29  0.34
11 H -2.20 -0.34 -0.57  0.29
12 H -1.27 -0.82 0.87  0.26
13 H 0.63 -1.58 -0.62  0.35
14 H -0.03 1.56 0.18  0.20
15 H 0.93 0.39 1.09  0.17
16 H 2.02 2.75 -0.55  0.33
17 H 3.01 1.70 0.48  0.33
18 H 2.17 1.04 -0.95  0.30
19 H 0.89 3.13 1.69  0.31

Stability ranking, top and bottom: model z is the most stable and model w is the least stable.

Model w:
Formula: C3H4ClFO
Source: the OMol25 dataset
Level of theory: wB97M-V/def2-TZVPD

Summary:
Structure (SMILES) = O[C@@H]1C[C@]1(F)Cl
Frontier orbital gap = 10.8381 eV
HOMO level = -10.1 eV
Net charge = 0

Last column: Mulliken charge in e.
Element x y z (Å)
1 C -0.61 0.47 -0.29  -0.23
2 C -0.32 -0.67 0.65  -0.46
3 C 0.60 -0.40 -0.50  0.50
4 H 0.39 1.88 0.56  0.33
5 H -1.43 0.29 -0.97  0.36
6 H 0.00 -0.48 1.71  0.24
7 H -0.93 -1.64 0.61  0.21
8 O -0.46 1.81 0.04  -0.51
9 F 0.44 -1.31 -1.51  -0.26
10 Cl 2.31 0.05 -0.29  -0.17

Model x:
Formula: C3H4ClFO
Source: the OMol25 dataset
Level of theory: wB97M-V/def2-TZVPD

Summary:
Structure (SMILES) = O=CC[C@H](F)Cl
Frontier orbital gap = 10.7583 eV
HOMO level = -10.0 eV
Net charge = 0

Last column: Mulliken charge in e.
Element x y z (Å)
1 C -0.20 -0.53 -0.95  0.15
2 C -0.31 -0.27 0.53  -0.63
3 C 0.63 0.86 0.91  0.11
4 H -0.85 -1.34 -1.22  0.28
5 H -1.38 -0.08 0.73  0.32
6 H -0.07 -1.17 1.13  0.29
7 H 0.62 1.14 2.01  0.32
8 O 1.31 1.49 0.13  -0.43
9 F 1.07 -0.82 -1.31  -0.24
10 Cl -0.82 0.73 -1.97  -0.17

Model y:
Formula: C3H4ClFO
Source: the OMol25 dataset
Level of theory: wB97M-V/def2-TZVPD

Summary:
Frontier orbital gap (alpha / beta) = 8.0283 / 8.0280 eV
HOMO level (alpha / beta) = -9.2 / -9.2 eV
Net charge = 0

Last column: Mulliken charge in e.
Element x y z (Å)
1 C -2.23 -0.88 -0.38  -0.21
2 C 1.38 0.96 0.04  0.64
3 C 0.80 -0.43 0.03  -0.70
4 O 2.27 1.48 -0.56  -0.47
5 F 0.46 1.78 0.67  -0.23
6 Cl -2.84 0.60 -0.02  0.04
7 H -1.81 -1.44 0.54  0.17
8 H 1.55 -1.00 -0.54  0.28
9 H -0.14 -0.39 -0.74  0.08
10 H 0.57 -0.69 0.96  0.40

Stability ranking, top and bottom: model x is the most stable and model y is the least stable.